C53H69ClIN5O13S | ωB97M-V/def2-TZVPD

XYZ file:
```
143
Properties=species:S:1:pos:R:3:forces:R:3:mulliken_charge:R:1
C 3.990160 2.708375 1.907429 -0.26 -0.01 0.17 -0.624
C 3.890497 1.150228 1.310322 -0.40 0.54 0.73 -0.381
C 2.332857 0.623681 1.350880 -0.29 0.26 -0.87 -0.308
C 1.949016 -0.387573 0.092578 0.99 0.40 0.39 -0.200
C 2.614158 -1.886835 0.262263 -0.32 -0.30 -1.04 -0.654
C 1.494637 -3.065044 0.626168 0.83 0.45 -0.42 -0.395
C 0.903851 -2.958347 2.156184 0.68 -1.03 -0.26 0.309
C 0.169005 -4.381414 2.505950 0.08 0.00 -0.37 -0.742
C -1.023853 -4.266388 3.650620 0.21 -0.93 0.33 -0.455
C -2.545218 -4.399999 3.023542 0.46 -0.72 -0.43 -0.419
C -3.748058 -4.314703 4.134368 0.00 -0.37 0.05 0.049
C -3.840977 -2.889702 4.946019 -0.18 0.71 -0.17 -0.838
C -3.276564 -1.589429 4.091223 0.56 0.48 0.02 0.476
C -3.996063 -0.167305 4.475334 -0.50 0.47 -0.03 -0.508
C -4.996185 0.426675 3.294971 -0.38 0.27 0.26 -0.349
C -4.620437 1.952695 2.809880 -0.57 0.53 -0.38 -1.122
C -3.625444 1.986748 1.465317 -0.10 0.57 -0.06 0.969
C -4.589196 1.491612 0.213611 -0.18 -0.47 -0.19 -1.125
C -4.114753 0.094458 -0.497398 -2.66 -0.50 -0.29 -0.117
C -5.480160 -0.518932 -1.244609 0.08 0.01 0.70 -0.927
I -2.654843 0.373461 -2.142267 -0.52 -0.25 0.98 0.043
C -2.250524 1.119689 1.647183 -0.07 -0.87 -0.15 0.294
C -1.253310 1.604576 2.846383 0.97 -2.06 0.00 0.161
O -1.621023 2.855203 3.520974 -0.74 1.09 -2.39 -0.390
S -1.892976 4.136928 2.432968 3.00 6.26 0.62 1.150
O -2.518938 5.342278 3.188765 1.50 -5.12 -2.11 -0.666
O -0.559672 4.596088 1.740334 -4.84 -2.90 2.51 -0.576
C -3.158195 3.544614 1.129242 -0.80 -1.19 -0.48 -0.340
Cl -2.257841 3.701475 -0.510088 -1.14 -0.28 1.74 -0.075
H 4.332348 3.477081 1.064777 -0.69 -1.71 1.90 0.064
H 2.940679 3.080411 2.333471 2.24 -0.86 -1.01 0.180
H 4.739990 2.736293 2.805394 -1.31 0.11 -1.81 0.279
H 4.285880 1.187760 0.209433 -0.69 -0.42 2.14 0.217
H 4.543857 0.449802 2.014948 -1.23 1.46 -1.85 0.264
H 2.110908 0.105654 2.376738 0.34 1.03 -1.84 0.190
H 1.654546 1.590964 1.226148 1.30 -2.01 0.38 0.116
H 2.403775 0.140129 -0.876128 -1.13 -1.23 2.07 0.255
H 0.791905 -0.492139 -0.055937 2.19 0.27 0.35 0.065
H 3.065592 -2.170629 -0.802497 -0.90 0.48 2.26 0.158
H 3.523692 -1.909605 1.012003 -1.93 0.16 -1.31 0.356
H 0.651410 -3.041423 -0.204091 1.60 0.08 1.96 0.088
H 2.070702 -4.092376 0.458519 -1.30 1.98 0.69 0.287
H 0.157916 -2.049847 2.314758 1.67 -1.82 -0.41 -0.311
H 1.854121 -2.887947 2.873438 -2.18 0.27 -1.40 0.243
H 1.007113 -5.158327 2.850538 -1.87 1.74 -0.65 0.308
H -0.238279 -4.811592 1.470868 0.52 0.87 2.33 0.272
H -0.903185 -3.301442 4.320579 -0.18 -1.83 -1.54 0.205
H -0.840484 -5.188160 4.386469 -0.64 1.98 -1.47 0.318
H -2.588591 -5.481464 2.522308 -0.01 2.31 1.08 0.393
H -2.682703 -3.640677 2.116930 0.23 -1.47 2.08 -0.041
H -3.590373 -5.191676 4.919399 -0.26 1.84 -1.63 0.455
H -4.789924 -4.558295 3.608962 2.46 0.81 1.02 -0.356
H -3.225592 -2.903970 5.967858 -1.49 -0.13 -2.21 0.199
H -4.989674 -2.676832 5.177499 2.49 -0.49 -0.29 0.370
H -3.398733 -1.745003 2.926520 0.27 0.14 2.38 -0.404
H -2.115899 -1.456039 4.329474 -2.44 -0.46 -0.70 -0.044
H -3.225398 0.715042 4.704832 -1.55 -2.16 -0.34 0.207
H -4.654067 -0.342844 5.429383 1.37 0.46 -1.69 0.467
H -5.001783 -0.289131 2.368495 0.01 1.30 1.67 0.137
H -6.119626 0.481449 3.695216 2.51 -0.22 -0.84 0.344
H -5.653298 2.451474 2.479932 2.31 -0.91 0.57 0.427
H -4.215574 2.628900 3.685443 -0.64 -1.57 -1.65 0.342
H -5.688542 1.291313 0.633960 2.48 0.33 -0.78 0.285
H -4.738305 2.328355 -0.618727 0.61 -1.79 1.78 0.377
H -3.762107 -0.747779 0.234115 -0.33 1.90 -1.40 0.250
H -5.272533 -1.574032 -1.718269 -0.31 2.22 0.80 0.319
H -6.276997 -0.679794 -0.370927 1.54 0.41 -1.99 0.313
H -5.899779 0.240290 -2.063915 0.95 -1.72 1.89 0.243
H -2.557704 -0.007042 1.895428 0.72 2.53 -0.56 -0.653
H -1.616962 1.101968 0.652093 -1.51 0.13 1.90 0.195
H -1.269658 0.756607 3.686822 -0.07 2.18 -1.64 0.073
H -0.127806 1.656534 2.483924 -2.45 0.11 0.57 -0.158
H -4.092276 4.249516 1.050226 2.14 -1.10 0.61 0.540
O 1.156671 -1.211344 -2.595960 -0.79 -1.69 -0.56 -0.481
N 0.725891 -2.326581 -2.925167 -0.41 0.59 0.90 1.057
O -0.136878 -2.958271 -2.298559 1.12 0.94 -0.91 -0.646
C 1.279264 -2.942705 -4.137043 0.40 -0.44 -0.79 -0.008
C 2.283953 -2.280285 -4.855772 -0.04 -0.06 0.02 -0.286
C 2.823561 -2.882358 -5.994071 -0.30 -0.18 0.23 -0.538
C 2.360146 -4.131043 -6.411412 -0.07 0.05 0.12 -0.421
C 1.352136 -4.783723 -5.699703 0.14 0.38 0.15 -0.518
C 0.806775 -4.192857 -4.558157 0.04 0.04 -0.01 -0.207
H 2.655959 -1.306900 -4.543542 -0.23 -0.26 0.10 0.427
H 3.608386 -2.379259 -6.554869 -0.18 -0.06 0.16 0.379
H 2.787918 -4.599059 -7.296383 -0.11 0.11 0.18 0.382
H 0.994215 -5.755352 -6.032980 0.03 0.23 0.11 0.386
H 0.024050 -4.715821 -4.012633 0.20 0.31 0.00 0.441
O -5.661112 -6.790371 3.301081 -1.60 0.97 -0.15 -0.536
N -6.702539 -6.120173 3.238087 0.87 -0.07 -0.95 0.933
O -6.962247 -5.310571 2.336347 0.43 -1.09 1.26 -0.572
C -7.693078 -6.294039 4.307235 -0.65 -0.10 0.76 0.101
C -7.424075 -7.171475 5.366722 -0.03 0.07 -0.04 -0.229
C -8.359539 -7.314437 6.393299 -0.07 0.25 -0.32 -0.483
C -9.552810 -6.591243 6.358155 0.09 0.02 -0.10 -0.363
C -9.822713 -5.726035 5.296471 0.37 -0.21 0.01 -0.457
C -8.893594 -5.572593 4.265519 0.04 -0.03 0.03 -0.358
H -6.498882 -7.742091 5.408790 -0.17 0.25 -0.20 0.427
H -8.157040 -7.987922 7.223339 0.00 0.13 -0.21 0.365
H -10.276675 -6.701796 7.163760 0.15 0.02 -0.18 0.364
H -10.756253 -5.168113 5.274740 0.22 -0.10 -0.05 0.364
H -9.117397 -4.891942 3.446756 0.26 -0.23 0.13 0.431
O 9.124963 6.467620 -0.733051 -1.67 -0.53 -0.36 -0.618
N 7.996279 6.084962 -1.075611 0.74 -0.70 -0.70 0.965
O 7.780158 5.219124 -1.935644 0.44 1.34 1.34 -0.589
C 6.836991 6.703331 -0.421283 -0.76 0.45 0.44 0.044
C 7.034056 7.713473 0.530321 -0.03 -0.03 -0.05 -0.210
C 5.926719 8.314839 1.131616 -0.03 -0.30 -0.28 -0.447
C 4.636748 7.907146 0.788249 0.10 -0.06 -0.06 -0.456
C 4.443698 6.893650 -0.152049 0.38 0.10 0.08 -0.484
C 5.543273 6.286765 -0.762207 0.03 0.03 0.02 -0.317
H 8.032846 8.042530 0.808703 -0.18 -0.22 -0.22 0.422
H 6.069110 9.104351 1.866430 0.03 -0.19 -0.17 0.365
H 3.776294 8.382920 1.255646 0.18 -0.12 -0.09 0.382
H 3.435319 6.579410 -0.412185 0.24 0.02 0.04 0.429
H 5.376004 5.500559 -1.495452 0.26 0.19 0.16 0.458
O -1.975037 -2.759337 -7.301747 -1.63 -0.59 -0.51 -0.587
N -3.103721 -3.141994 -7.644307 1.11 -0.57 -0.60 0.995
O -3.319842 -4.007832 -8.504340 0.34 1.24 1.25 -0.589
C -4.263009 -2.523625 -6.989978 -0.80 0.47 0.46 0.091
C -4.065944 -1.513483 -6.038375 -0.04 -0.05 -0.06 -0.384
C -5.173281 -0.912117 -5.437079 -0.07 -0.28 -0.27 -0.259
C -6.463252 -1.319811 -5.780446 0.13 -0.07 -0.07 -0.500
C -6.656302 -2.333307 -6.720744 0.39 0.11 0.09 -0.365
C -5.556727 -2.940192 -7.330903 0.03 0.04 0.02 -0.426
H -3.067154 -1.184427 -5.759992 -0.17 -0.22 -0.20 0.466
H -5.030890 -0.122606 -4.702266 0.07 -0.19 -0.14 0.371
H -7.323706 -0.844036 -5.313050 0.17 -0.10 -0.09 0.366
H -7.664681 -2.647547 -6.980881 0.24 0.03 0.02 0.368
H -5.723996 -3.726397 -8.064147 0.27 0.20 0.16 0.425
O 15.659632 6.413386 -5.389929 -1.50 0.99 -0.14 -0.584
N 14.618204 7.083584 -5.452923 0.90 0.13 -0.94 0.951
O 14.358497 7.893187 -6.354663 0.41 -1.17 1.26 -0.583
C 13.627666 6.909718 -4.383775 -0.63 -0.11 0.72 -0.036
C 13.896669 6.032282 -3.324288 -0.03 0.04 -0.02 -0.229
C 12.961204 5.889320 -2.297711 -0.02 0.30 -0.42 -0.577
C 11.767934 6.612515 -2.332855 0.09 0.01 0.08 -0.207
C 11.498031 7.477722 -3.394538 0.43 -0.23 -0.02 -0.511
C 12.427150 7.631165 -4.425490 0.01 -0.02 0.03 -0.256
H 14.821862 5.461666 -3.282219 -0.17 0.25 -0.21 0.420
H 13.163704 5.215835 -1.467671 -0.01 0.13 -0.21 0.367
H 11.044069 6.501962 -1.527250 0.28 0.01 -0.35 0.501
H 10.564491 8.035644 -3.416270 0.20 -0.11 -0.03 0.373
H 12.203347 8.311815 -5.244254 0.27 -0.23 0.12 0.417
```
Forces are in eV/Å.

Its HOMO energy is -9.4 eV. The value obtained for the molar mass is 1178.58 g mol⁻¹. Its structure (SMILES) is CCCCCCCCCCCCCCCC[C@]1(C[C@@H](C)I)CCOS(=O)(=O)[C@H]1Cl.O=[N+]([O-])c1ccccc1.O=[N+]([O-])c1ccccc1.O=[N+]([O-])c1ccccc1.O=[N+]([O-])c1ccccc1.O=[N+]([O-])c1ccccc1. The orbital gap comes out at 8.46 eV. As for the LUMO energy: -0.992 eV.